60
Properties=species:S:1:pos:R:3:lowdin_spin:R:1 method="wB97M-V/def2-TZVPD" homo_lumo_gap_ev="8.172 / 5.576" s2=0.823 total_charge=+3 multiplicity=2 homo_energy_ev="-19.00 / -19.01"
Re -0.447 -0.337 0.227 0.4562
I -2.718 -0.712 1.852 0.0021
Ge -1.072 2.106 -1.502 0.0046
O -2.015 0.568 -1.303 0.0061
O 0.452 -0.454 -1.330 0.0366
O -0.525 1.626 0.409 0.0066
C -2.783 -1.101 -2.947 0.0003
C 1.701 -0.426 -3.375 -0.0001
C -1.744 -1.946 0.411 0.0037
C -0.033 4.013 0.618 0.0004
C -0.821 2.661 2.585 0.0006
C 2.941 -3.124 3.361 0.0462
C 0.648 -0.937 1.470 -0.0908
C -3.073 0.269 -2.365 0.0001
C 1.369 -0.812 3.806 0.0393
C 1.412 -1.450 2.518 0.1531
C 1.667 -2.467 -1.887 0.0016
C 1.763 -0.959 -1.961 0.0090
C -4.407 0.341 -1.655 0.0003
C 1.506 2.333 1.647 -0.0005
C -2.951 1.342 -3.434 0.0003
C 2.889 -2.479 4.619 0.2185
C 2.888 -0.367 -1.142 -0.0007
C 0.071 2.701 1.365 0.0037
C 2.094 -1.327 4.836 0.0479
C 2.210 -2.629 2.324 0.0402
H 3.842 -0.690 -1.559 0.0001
H -0.490 3.420 3.295 0.0003
H 2.870 0.723 -1.172 0.0002
H -3.173 2.347 -3.052 0.0001
H 1.591 -2.808 -0.853 -0.0001
H -5.206 0.165 -2.376 0.0000
H 3.558 -4.004 3.239 0.0000
H 1.943 3.130 2.251 -0.0001
H 2.852 -0.707 -0.105 -0.0008
H 1.592 1.415 2.224 -0.0005
H 0.332 4.806 1.273 0.0002
H -4.572 1.322 -1.208 0.0000
H -4.486 -0.424 -0.882 0.0003
H -1.744 -1.194 -3.264 0.0001
H 0.743 0.060 3.941 0.0000
H -3.042 -1.904 -2.261 0.0001
H -1.412 -2.861 0.886 0.0043
H 2.096 2.255 0.733 0.0003
H 1.693 0.665 -3.389 0.0000
H -0.761 1.693 3.086 0.0000
H 2.226 -3.104 1.353 0.0001
H 2.593 -0.748 -3.915 0.0000
H -1.975 1.331 -3.934 0.0000
H -1.859 2.872 2.329 0.0000
H 3.470 -2.880 5.442 0.0081
H -3.697 1.166 -4.210 0.0000
H -1.068 4.272 0.375 0.0001
H -2.409 -2.111 -0.427 0.0011
H 2.069 -0.874 5.818 0.0001
H 2.574 -2.898 -2.314 0.0008
H 0.588 4.037 -0.279 0.0001
H 0.832 -0.814 -3.905 0.0001
H 0.817 -2.842 -2.456 0.0001
H -3.410 -1.246 -3.828 0.0000